1.
DFT (wB97M-V/def2-TZVPD) results for a molecular structure, C28H31FN6O3SW.

Last column: Mulliken spin population.
Atoms and positions in Å:
W: 0.335 -0.364 0.502  1.48
C: -3.654 -1.140 -1.485  -0.01
C: -2.586 -1.118 -0.580  0.06
N: -1.490 -0.382 -0.768  0.04
C: -1.483 0.448 -1.852  0.02
C: -2.498 0.484 -2.805  -0.01
C: -3.604 -0.363 -2.611  0.03
C: -2.400 1.403 -3.908  0.00
C: -1.369 2.267 -3.995  0.00
C: -0.350 2.292 -2.981  -0.01
C: 0.694 3.237 -2.955  0.02
C: 1.563 3.243 -1.898  -0.01
C: 1.423 2.289 -0.877  0.05
N: 0.481 1.348 -0.908  0.02
C: -0.407 1.373 -1.938  -0.01
H: -4.501 -1.775 -1.269  0.00
H: -2.621 -1.710 0.319  0.00
H: -4.411 -0.371 -3.333  0.00
H: -3.185 1.399 -4.652  0.00
H: -1.306 2.975 -4.810  0.00
H: 0.776 3.967 -3.750  0.00
H: 2.352 3.975 -1.817  0.00
H: 2.082 2.276 -0.024  0.00
C: -1.894 1.196 2.154  -0.02
N: -0.786 0.240 2.155  0.01
C: -0.276 -0.177 3.284  -0.02
C: 0.784 -1.104 3.271  0.05
C: 1.462 -1.809 4.267  0.03
C: 2.335 -2.675 3.604  -0.01
C: 2.165 -2.452 2.233  0.05
N: 1.235 -1.507 2.030  0.04
C: -1.543 2.451 1.404  0.02
C: -2.324 2.862 0.332  0.00
C: -2.022 4.032 -0.355  0.00
C: -0.936 4.800 0.037  0.00
C: -0.154 4.398 1.116  0.00
C: -0.454 3.228 1.792  0.01
H: -2.166 1.415 3.191  0.00
H: -2.761 0.722 1.685  0.00
H: -0.689 0.181 4.224  0.00
H: 1.328 -1.703 5.330  0.00
H: 3.016 -3.380 4.049  0.00
H: 2.651 -2.952 1.409  0.00
H: -3.187 2.272 0.040  0.00
H: -2.646 4.352 -1.178  0.00
H: -0.711 5.723 -0.481  0.00
H: 0.682 5.006 1.434  0.00
H: 0.166 2.913 2.624  0.00
C: -1.402 -4.198 3.102  0.00
O: -0.996 -4.529 1.751  0.00
C: -0.737 -3.524 0.945  0.01
O: -0.939 -2.341 1.244  0.01
N: -0.240 -3.950 -0.230  -0.01
N: -0.005 -3.020 -1.238  0.04
H: -1.711 -5.141 3.538  0.00
H: -2.226 -3.490 3.085  0.00
H: -0.550 -3.783 3.636  0.00
H: -0.071 -4.938 -0.360  0.00
H: -0.567 -3.234 -2.056  0.00
H: 0.976 -2.985 -1.491  -0.01
C: 3.797 0.008 -2.388  0.00
S: 3.471 -0.450 -0.698  0.02
C: 4.529 -1.875 -0.619  0.00
O: 2.039 -1.033 -0.763  0.08
H: 4.826 0.362 -2.446  0.00
H: 3.116 0.814 -2.655  0.00
H: 3.642 -0.856 -3.031  0.00
H: 5.550 -1.530 -0.778  0.00
H: 4.233 -2.584 -1.391  0.00
H: 4.450 -2.304 0.376  0.00
F: 1.700 0.798 1.210  0.03

Total charge: +2
Relative energy (zero: lowest compared OMol25 entry of this formula, charge and spin) in eV: 0.000
⟨S²⟩: 2.016
E_LUMO (alpha / beta) in eV: -6.07 / -6.59
Spin multiplicity: 3

2.
DFT (wB97M-V/def2-TZVPD) results for a molecular structure, C28H32AsN4RhS2.

Last column: Mulliken spin population.
Atoms and positions in Å:
Rh: 0.865 0.608 0.034  2.14
S: 0.420 0.439 2.346  0.76
C: -0.100 1.938 2.992  -0.02
C: -0.235 2.023 4.392  0.12
C: -0.607 3.217 4.983  -0.04
C: -0.845 4.330 4.192  0.14
C: -0.721 4.260 2.798  -0.01
C: -0.354 3.079 2.194  0.13
As: -0.276 2.889 0.268  0.15
C: -0.713 4.625 -0.423  0.08
C: 0.208 5.668 -0.421  0.01
C: -0.185 6.916 -0.878  0.00
C: -1.483 7.116 -1.332  0.00
C: -2.395 6.072 -1.337  0.00
C: -2.012 4.817 -0.884  0.00
C: 1.690 2.831 -0.009  -0.07
C: 2.619 2.964 1.033  0.03
C: 3.965 3.126 0.747  -0.02
C: 4.391 3.170 -0.575  0.06
C: 3.480 3.054 -1.619  0.00
C: 2.134 2.894 -1.341  0.10
H: -0.035 1.147 4.994  0.00
H: -0.711 3.278 6.057  0.00
H: -1.140 5.264 4.652  0.00
H: -0.928 5.140 2.202  0.01
H: 1.222 5.516 -0.070  0.00
H: 0.522 7.734 -0.882  0.00
H: -1.781 8.092 -1.689  0.00
H: -3.402 6.229 -1.698  0.00
H: -2.724 3.999 -0.899  0.00
H: 2.287 2.942 2.064  0.01
H: 4.679 3.238 1.552  0.00
H: 5.440 3.315 -0.794  0.00
H: 3.818 3.107 -2.645  0.00
H: 1.422 2.828 -2.158  0.00
N: 2.771 -0.357 -0.174  0.05
C: 3.923 -0.506 -0.229  0.03
N: 5.195 -0.698 -0.277  0.02
C: 5.895 -0.877 -1.568  0.00
C: 7.073 0.079 -1.642  0.00
C: 7.972 -0.062 -0.418  0.00
C: 7.181 0.151 0.869  0.00
C: 6.007 -0.808 0.953  0.00
H: 5.172 -0.717 -2.366  0.00
H: 6.229 -1.917 -1.613  0.00
H: 6.699 1.105 -1.715  0.00
H: 7.628 -0.126 -2.559  0.00
H: 8.796 0.648 -0.474  0.00
H: 8.423 -1.059 -0.409  0.00
H: 6.808 1.179 0.910  0.00
H: 7.815 0.003 1.744  0.00
H: 5.358 -0.606 1.803  0.00
H: 6.350 -1.844 1.024  0.00
S: -0.771 -0.409 -1.406  0.30
C: -1.611 -1.687 -0.584  -0.03
N: -1.877 -1.657 0.711  0.01
C: -2.651 -2.692 1.403  0.00
C: -2.459 -4.016 0.685  0.00
C: -2.783 -3.848 -0.789  0.00
N: -2.028 -2.708 -1.318  0.01
H: -1.578 -0.837 1.214  0.00
H: -3.705 -2.403 1.415  0.00
H: -2.298 -2.737 2.431  0.00
H: -3.109 -4.772 1.121  0.00
H: -1.428 -4.356 0.802  0.00
H: -3.850 -3.677 -0.946  0.00
H: -2.491 -4.727 -1.361  0.00
H: -1.797 -2.680 -2.299  0.00

Total charge: +2
⟨S²⟩: 6.044
E_LUMO (alpha / beta) in eV: -4.62 / -8.22
Spin multiplicity: 5

3.
DFT (wB97M-V/def2-TZVPD) results for a molecular structure, C28H32BF14KN4S6.

Last column: Mulliken charge in e.
Atoms and positions in Å:
K: 0.712 0.801 1.447  0.51
C: -0.532 2.606 -3.389  -0.31
C: -1.678 3.102 -2.499  -0.60
S: -2.784 1.872 -1.755  0.23
C: -3.885 1.528 -3.156  -1.19
C: -3.406 0.568 -4.251  -0.81
S: -2.407 -0.745 -3.507  0.29
C: -2.148 -1.848 -4.923  -0.71
C: -0.664 -1.970 -5.282  -0.87
S: 0.499 -2.069 -3.885  0.01
C: 1.057 -0.328 -3.768  -0.93
C: 0.817 0.345 -2.424  1.98
S: 1.007 2.138 -2.546  -0.17
H: -0.247 3.428 -4.050  0.47
H: -0.856 1.778 -4.025  -0.25
H: -2.314 3.783 -3.074  0.45
H: -1.282 3.663 -1.654  0.25
H: -4.157 2.486 -3.607  0.40
H: -4.787 1.122 -2.695  0.39
H: -2.820 1.101 -5.005  0.34
H: -4.275 0.128 -4.746  0.52
H: -2.702 -1.458 -5.781  0.40
H: -2.560 -2.828 -4.683  0.35
H: -0.357 -1.127 -5.903  0.30
H: -0.511 -2.876 -5.873  0.42
H: 0.537 0.214 -4.558  0.46
H: 2.123 -0.308 -3.993  0.34
H: 1.560 0.017 -1.695  -0.56
H: -0.170 0.120 -2.032  -1.03
C: -1.298 -1.788 -0.219  -0.73
N: -1.181 -1.294 1.139  1.64
C: -2.445 -0.720 1.595  -1.07
C: -2.288 0.389 2.632  -0.76
N: -1.810 1.597 1.988  -0.24
C: -2.079 2.764 2.551  0.11
C: -2.646 3.064 3.827  0.33
F: -2.849 2.074 4.743  -0.36
C: -2.969 4.340 4.247  0.01
F: -3.521 4.513 5.467  -0.34
C: -2.731 5.445 3.458  0.63
F: -3.079 6.693 3.859  -0.36
C: -2.126 5.226 2.226  -0.06
F: -1.873 6.282 1.427  -0.34
C: -1.807 3.960 1.810  0.06
F: -1.215 3.829 0.603  -0.21
C: -0.721 -2.344 2.045  -1.27
C: 0.768 -2.660 1.942  -0.84
N: 1.538 -1.544 2.444  0.42
C: 2.624 -1.716 3.160  -0.73
C: 3.378 -2.892 3.469  0.77
F: 3.021 -4.097 2.949  -0.42
C: 4.509 -2.891 4.261  -0.13
F: 5.154 -4.056 4.487  -0.42
C: 5.029 -1.728 4.796  1.05
F: 6.130 -1.744 5.590  -0.40
C: 4.349 -0.544 4.524  -0.15
F: 4.807 0.606 5.049  -0.38
C: 3.217 -0.549 3.755  0.43
F: 2.590 0.634 3.542  -0.40
H: -2.045 -2.600 -0.303  0.26
H: -0.342 -2.173 -0.574  0.22
H: -1.607 -0.979 -0.876  -0.44
H: -3.098 -1.517 1.996  0.29
H: -2.954 -0.282 0.733  0.28
H: -1.624 0.035 3.437  0.23
H: -3.275 0.523 3.094  0.51
H: -1.309 -3.267 1.868  0.27
H: -0.921 -2.020 3.068  0.32
H: 1.023 -2.861 0.895  0.11
H: 0.935 -3.601 2.477  0.43
F: 4.926 2.115 0.897  -0.40
B: 3.790 2.548 0.192  0.28
F: 4.136 2.919 -1.100  -0.37
F: 3.136 3.566 0.869  -0.35
F: 2.895 1.405 0.120  -0.34
S: 3.099 -2.260 -1.396  -0.46
C: 4.349 -1.931 -0.357  0.29
N: 4.533 -0.863 0.399  0.61
C: 5.837 -0.679 1.012  -0.58
C: 6.407 -2.078 1.194  -0.25
S: 5.740 -3.016 -0.210  -0.20
H: 3.861 -0.095 0.438  -0.19
H: 5.725 -0.151 1.957  0.22
H: 6.466 -0.071 0.354  0.36
H: 6.057 -2.527 2.120  -0.06
H: 7.495 -2.086 1.169  0.46

Total charge: -2
Relative energy (zero: lowest compared OMol25 entry of this formula, charge and spin) in eV: 0.752
E_LUMO in eV: 3.32

total charge of number 2 (C28H32AsN4RhS2)? +2